Record 1
Here is C25H24CoF3N7O2S as an isolated structure from the OMol25 dataset. Energies are from ωB97M-V/def2-TZVPD.

```
63
Properties=species:S:1:pos:R:3:lowdin_spin:R:1
Co 0.29 -0.21 1.46 0.941
C -3.90 0.28 1.42 0.000
C -4.39 -0.66 0.51 0.001
C -3.50 -1.53 -0.07 -0.001
C -2.14 -1.47 0.25 0.001
N -1.67 -0.51 1.07 -0.001
C -2.55 0.32 1.66 0.003
N -1.35 -2.45 -0.31 0.002
C -0.16 -2.71 0.13 0.000
N 0.60 -2.04 1.04 -0.007
C 1.81 -2.66 1.15 -0.001
N 2.86 -2.32 1.81 0.002
C 2.95 -1.15 2.55 0.001
C 4.12 -1.04 3.32 0.000
C 4.34 0.07 4.09 0.000
C 3.39 1.08 4.08 0.000
C 2.27 0.93 3.29 0.002
N 2.03 -0.16 2.53 0.001
C 1.80 -3.88 0.31 -0.001
C 2.75 -4.87 0.11 0.000
C 2.42 -5.88 -0.79 0.000
C 1.20 -5.89 -1.45 0.000
C 0.25 -4.89 -1.24 0.000
C 0.59 -3.89 -0.35 -0.001
H -4.55 0.98 1.93 0.000
H -5.44 -0.71 0.28 0.000
H -3.82 -2.30 -0.77 0.000
H -2.13 1.04 2.34 0.001
H 4.81 -1.87 3.27 0.000
H 5.24 0.16 4.68 0.000
H 3.50 1.99 4.66 0.000
H 1.51 1.69 3.25 0.000
H 3.69 -4.85 0.63 0.000
H 3.13 -6.67 -0.98 0.000
H 0.98 -6.69 -2.15 0.000
H -0.70 -4.89 -1.75 0.000
C -0.68 4.53 -2.43 0.001
C -0.01 3.33 -3.08 0.001
N 0.63 2.45 -2.11 0.008
C 0.31 1.22 -1.71 0.010
S 1.44 0.35 -0.77 0.037
N -0.83 0.62 -2.07 0.004
C -2.14 1.23 -2.33 0.000
C -2.67 0.90 -3.71 0.000
H -1.13 5.17 -3.20 0.000
H 0.05 5.13 -1.88 0.000
H -1.44 4.23 -1.72 0.000
H 0.77 3.67 -3.76 0.000
H -0.70 2.74 -3.67 0.000
H 1.50 2.77 -1.71 0.000
H -0.86 -0.34 -1.75 0.000
H -2.08 2.30 -2.15 0.000
H -2.82 0.85 -1.56 0.000
H -2.01 1.27 -4.50 0.000
H -3.66 1.34 -3.85 0.000
H -2.76 -0.18 -3.84 0.000
F -0.81 4.98 1.22 0.000
C 0.03 3.99 1.54 0.000
F 1.18 4.20 0.85 0.000
F 0.33 4.12 2.85 0.000
C -0.53 2.59 1.19 0.000
O -1.35 2.52 0.30 0.000
O -0.01 1.67 1.90 -0.003
```

Calculated values
**E**: -97459.43950 eV
**HOMO level (spin up / spin down)**: -7.72 / -7.99 eV
**Multiplicity**: 2
**ΔE to the lowest compared entry with this formula, charge and spin**: 0.0 kcal per mole
**Gap between HOMO and LUMO (spin up / spin down)**: 7.2 / 7.4 eV


Record 2
Here is C25H24FN2O4SSn as an isolated structure at a distorted geometry from the OMol25 dataset. Energies are from ωB97M-V/def2-TZVPD.

```
58
Properties=species:S:1:pos:R:3:nbo_charge:R:1
Sn -0.87 -0.05 0.44 1.543
O -2.06 3.92 -1.27 -0.667
C -1.73 2.97 -0.56 0.748
O -2.10 1.77 -0.65 -0.819
C -0.79 3.26 0.63 0.109
C -0.38 4.53 0.99 -0.222
C 0.39 4.67 2.14 -0.166
C 0.66 3.55 2.92 -0.221
C 0.21 2.32 2.48 0.116
N -0.45 2.20 1.34 -0.542
C 0.38 1.02 3.29 0.744
O 0.94 1.10 4.37 -0.668
O -0.14 0.00 2.76 -0.819
H -0.66 5.37 0.37 0.242
H 0.76 5.64 2.43 0.210
H 1.20 3.61 3.85 0.243
C -3.21 -2.90 -0.97 -0.590
C -1.80 -3.42 -1.25 -0.277
C -1.76 -4.94 -1.25 -0.592
C -1.30 -2.81 -2.54 0.035
C -1.71 -3.27 -3.74 -0.254
C -1.29 -2.69 -4.97 -0.229
C -0.41 -1.67 -4.98 -0.167
C 0.13 -1.08 -3.76 -0.177
C 1.51 -0.44 -3.97 -0.207
C 2.17 0.18 -2.74 -0.600
C 2.45 -1.50 -4.57 -0.609
C -0.39 -1.65 -2.46 0.146
N 0.33 -1.48 -1.27 -0.849
C 1.24 -2.42 -0.93 0.189
C 1.48 -3.63 -1.61 -0.350
C 2.36 -4.57 -1.11 -0.191
C 3.07 -4.33 0.05 -0.290
C 2.92 -3.11 0.70 -0.260
C 2.03 -2.20 0.21 0.313
F 1.90 -0.98 0.82 -0.340
H -3.53 -3.20 0.02 0.203
H -3.91 -3.29 -1.71 0.198
H -3.22 -1.81 -1.04 0.219
H -1.15 -3.07 -0.44 0.228
H -2.42 -5.37 -2.00 0.189
H -2.07 -5.31 -0.27 0.204
H -0.74 -5.30 -1.44 0.219
H -2.38 -4.12 -3.79 0.200
H -1.68 -3.09 -5.89 0.202
H -0.10 -1.23 -5.92 0.204
H 1.35 0.35 -4.71 0.198
H 2.58 -0.58 -2.09 0.211
H 1.46 0.78 -2.17 0.226
H 2.98 0.83 -3.06 0.195
H 2.58 -2.32 -3.86 0.217
H 3.42 -1.06 -4.78 0.203
H 2.04 -1.90 -5.49 0.204
H 0.95 -3.83 -2.53 0.220
H 2.47 -5.50 -1.64 0.199
H 3.76 -5.08 0.43 0.202
H 3.49 -2.87 1.59 0.223
S -1.18 -0.04 -2.97 0.106
```

Calculated values
**E**: -56871.74014 eV
**HOMO level**: -4.49 eV
**Total charge**: -1
**Gap between HOMO and LUMO**: 6.8 eV


Record 3
Here is C25H24FN2O5Ti as an isolated structure at a distorted geometry from the OMol25 dataset. Energies are from ωB97M-V/def2-TZVPD.

```
58
Properties=species:S:1:pos:R:3:lowdin_spin:R:1
Ti 7.38 7.93 12.57 0.935
O 4.97 7.82 18.28 0.004
C 5.57 7.79 17.06 0.007
C 5.93 6.63 16.41 -0.001
C 6.53 6.71 15.18 0.008
N 6.80 7.86 14.60 0.002
C 6.40 8.97 15.19 0.008
C 5.80 9.00 16.41 -0.002
C 6.56 10.16 14.26 0.002
O 6.42 11.31 14.63 0.000
O 6.90 9.70 13.07 -0.001
C 6.80 5.56 14.26 0.001
O 6.51 4.42 14.56 0.002
O 7.28 6.09 13.12 -0.004
H 4.86 6.93 18.62 0.000
H 5.74 5.66 16.82 0.000
H 5.46 9.97 16.77 0.000
C 7.57 5.02 10.03 0.000
C 6.18 5.49 9.57 0.000
C 5.12 5.39 10.66 0.003
C 6.03 6.86 8.90 0.000
C 5.19 6.88 7.76 0.000
C 4.93 8.05 7.06 0.000
C 5.52 9.22 7.49 0.000
C 6.31 9.28 8.63 0.000
C 6.81 10.67 8.99 0.000
C 8.30 10.91 9.35 0.000
C 5.88 11.18 10.10 0.000
C 6.51 8.10 9.40 0.004
N 7.46 8.08 10.50 0.006
C 8.73 8.00 9.99 0.004
C 9.06 8.01 8.63 -0.001
C 10.39 8.02 8.21 0.000
C 11.44 7.94 9.10 -0.001
C 11.17 7.86 10.47 0.000
C 9.84 7.94 10.83 0.003
F 9.52 7.92 12.22 0.018
H 7.49 3.94 10.13 0.000
H 7.85 5.43 11.00 0.000
H 8.29 5.30 9.27 0.000
H 5.83 4.80 8.81 0.000
H 5.22 6.16 11.42 0.003
H 5.15 4.49 11.26 0.000
H 4.12 5.49 10.21 0.000
H 4.79 5.94 7.37 0.000
H 4.27 8.07 6.19 0.000
H 5.38 10.09 6.90 0.000
H 6.66 11.29 8.11 0.000
H 8.54 10.51 10.31 0.000
H 8.46 11.98 9.46 0.000
H 8.94 10.52 8.57 0.000
H 5.80 10.48 10.95 0.000
H 4.89 11.31 9.68 0.000
H 6.22 12.11 10.56 0.000
H 8.28 7.94 7.89 0.000
H 10.60 8.06 7.16 0.000
H 12.47 7.85 8.71 0.000
H 12.00 7.69 11.19 0.000
```

Calculated values
**E**: -65368.21403 eV
**HOMO level (spin up / spin down)**: -7.81 / -7.83 eV
**Multiplicity**: 2
**Gap between HOMO and LUMO (spin up / spin down)**: 7.1 / 7.1 eV


Record 4
Here is C25H24FN6O3SeZn as an isolated structure at a distorted geometry from the OMol25 dataset. Energies are from ωB97M-V/def2-TZVPD.

```
61
Properties=species:S:1:pos:R:3:nbo_charge:R:1
Zn 1.12 -0.18 -4.19 1.578
F 1.53 -2.91 2.05 -0.316
C 1.29 -1.64 1.72 0.326
C 1.34 -1.31 0.39 -0.217
C 1.15 0.07 -0.02 -0.066
C 1.14 0.42 -1.47 0.532
O 1.23 -0.55 -2.28 -0.746
C 0.74 1.83 -1.72 -0.290
C 0.51 2.64 -0.63 0.152
N 0.88 2.37 0.68 -0.357
C 0.63 3.34 1.72 -0.088
C 1.76 3.88 2.52 -0.429
C 1.07 4.75 1.45 -0.413
C 1.01 1.04 1.01 0.178
C 0.90 0.64 2.35 -0.264
C 0.89 -0.68 2.70 0.172
N 0.54 -1.11 4.01 -0.496
C 1.49 -1.11 5.16 -0.239
C 0.76 -0.72 6.40 -0.213
N -0.49 -1.63 6.52 -0.512
C -0.69 -2.68 5.46 -0.239
C -0.47 -2.11 4.02 -0.226
C 0.36 2.35 -3.07 0.751
O -0.41 3.29 -3.21 -0.656
O 1.02 1.81 -4.08 -0.879
H 1.61 -2.01 -0.42 0.274
H 0.06 3.61 -0.83 0.260
H -0.28 3.31 2.37 0.218
H 2.77 3.52 2.26 0.240
H 1.53 4.11 3.57 0.224
H 1.64 4.97 0.55 0.251
H 0.29 5.42 1.84 0.235
H 0.83 1.47 3.08 0.238
H 2.24 -0.37 4.96 0.254
H 1.98 -2.05 5.31 0.199
H 0.49 0.34 6.35 0.241
H 1.33 -0.92 7.32 0.236
H -1.34 -1.06 6.59 0.440
H -0.54 -2.17 7.41 0.446
H -1.67 -3.12 5.57 0.247
H 0.01 -3.49 5.63 0.229
H -1.45 -1.73 3.64 0.207
H -0.30 -2.95 3.33 0.227
Se 2.52 -0.96 -5.92 -0.383
C 3.97 0.06 -5.30 0.035
N 4.93 0.59 -4.91 -0.398
N -2.69 0.78 -5.64 -0.506
C -1.48 1.01 -5.13 0.263
N -0.83 -0.15 -4.79 -0.674
C -1.73 -1.15 -5.09 0.108
C -1.64 -2.56 -4.92 -0.211
C -2.78 -3.31 -5.13 -0.210
C -4.01 -2.73 -5.60 -0.208
C -4.12 -1.36 -5.76 -0.239
C -2.96 -0.62 -5.61 0.096
H -3.33 1.51 -5.98 0.438
H -0.99 1.93 -4.88 0.277
H -0.68 -2.90 -4.58 0.221
H -2.79 -4.41 -5.01 0.223
H -4.84 -3.49 -5.73 0.231
H -5.06 -0.90 -6.03 0.229
```

Calculated values
**E**: -157873.12066 eV
**HOMO level**: -9.43 eV
**Total charge**: +1
**ΔE to the lowest compared entry with this formula, charge and spin**: 0.0 kcal per mole
**Gap between HOMO and LUMO**: 5.8 eV


Question: Which of these has the lowest E?
Answer: C25H24FN6O3SeZn


What did the first record say?
Here is C25H24CoF3N7O2S as an isolated structure from the OMol25 dataset. Energies are from ωB97M-V/def2-TZVPD.

```
63
Properties=species:S:1:pos:R:3:lowdin_spin:R:1
Co 0.29 -0.21 1.46 0.941
C -3.90 0.28 1.42 0.000
C -4.39 -0.66 0.51 0.001
C -3.50 -1.53 -0.07 -0.001
C -2.14 -1.47 0.25 0.001
N -1.67 -0.51 1.07 -0.001
C -2.55 0.32 1.66 0.003
N -1.35 -2.45 -0.31 0.002
C -0.16 -2.71 0.13 0.000
N 0.60 -2.04 1.04 -0.007
C 1.81 -2.66 1.15 -0.001
N 2.86 -2.32 1.81 0.002
C 2.95 -1.15 2.55 0.001
C 4.12 -1.04 3.32 0.000
C 4.34 0.07 4.09 0.000
C 3.39 1.08 4.08 0.000
C 2.27 0.93 3.29 0.002
N 2.03 -0.16 2.53 0.001
C 1.80 -3.88 0.31 -0.001
C 2.75 -4.87 0.11 0.000
C 2.42 -5.88 -0.79 0.000
C 1.20 -5.89 -1.45 0.000
C 0.25 -4.89 -1.24 0.000
C 0.59 -3.89 -0.35 -0.001
H -4.55 0.98 1.93 0.000
H -5.44 -0.71 0.28 0.000
H -3.82 -2.30 -0.77 0.000
H -2.13 1.04 2.34 0.001
H 4.81 -1.87 3.27 0.000
H 5.24 0.16 4.68 0.000
H 3.50 1.99 4.66 0.000
H 1.51 1.69 3.25 0.000
H 3.69 -4.85 0.63 0.000
H 3.13 -6.67 -0.98 0.000
H 0.98 -6.69 -2.15 0.000
H -0.70 -4.89 -1.75 0.000
C -0.68 4.53 -2.43 0.001
C -0.01 3.33 -3.08 0.001
N 0.63 2.45 -2.11 0.008
C 0.31 1.22 -1.71 0.010
S 1.44 0.35 -0.77 0.037
N -0.83 0.62 -2.07 0.004
C -2.14 1.23 -2.33 0.000
C -2.67 0.90 -3.71 0.000
H -1.13 5.17 -3.20 0.000
H 0.05 5.13 -1.88 0.000
H -1.44 4.23 -1.72 0.000
H 0.77 3.67 -3.76 0.000
H -0.70 2.74 -3.67 0.000
H 1.50 2.77 -1.71 0.000
H -0.86 -0.34 -1.75 0.000
H -2.08 2.30 -2.15 0.000
H -2.82 0.85 -1.56 0.000
H -2.01 1.27 -4.50 0.000
H -3.66 1.34 -3.85 0.000
H -2.76 -0.18 -3.84 0.000
F -0.81 4.98 1.22 0.000
C 0.03 3.99 1.54 0.000
F 1.18 4.20 0.85 0.000
F 0.33 4.12 2.85 0.000
C -0.53 2.59 1.19 0.000
O -1.35 2.52 0.30 0.000
O -0.01 1.67 1.90 -0.003
```

Calculated values
**E**: -97459.43950 eV
**HOMO level (spin up / spin down)**: -7.72 / -7.99 eV
**Multiplicity**: 2
**ΔE to the lowest compared entry with this formula, charge and spin**: 0.0 kcal per mole
**Gap between HOMO and LUMO (spin up / spin down)**: 7.2 / 7.4 eV


Question: Number 4 is which compound?
Answer: C25H24FN6O3SeZn


Question: Among the records above, which one has the highest E?
Answer: C25H24FN2O4SSn